19
Properties=species:S:1:pos:R:3:mulliken_charge:R:1 method="wB97M-V/def2-TZVPD" relative_energy_kcal_mol=120.8 e_homo_ev=-7.4 max_force_ha_per_bohr=0.200 homo_lumo_gap_ev=6.806 lumo_ev=-0.62 e_tot_ha=-2865.9207 charge=-1
Na -14.62 -7.40 32.97 0.98
N -11.49 -9.49 34.45 -0.28
S -11.30 -11.03 34.57 1.07
O -12.01 -11.74 35.62 -0.56
O -9.98 -11.51 34.07 -0.57
F -12.25 -11.29 33.27 -0.32
S -10.70 -9.21 35.99 1.05
O -9.22 -9.43 35.95 -0.55
O -11.46 -9.45 37.16 -0.52
F -10.81 -7.57 35.91 -0.30
N -13.55 -5.75 29.41 -0.20
S -13.36 -4.44 28.67 1.04
O -14.29 -3.39 29.09 -0.59
O -12.70 -4.36 27.34 -0.55
F -12.02 -4.14 29.54 -0.33
S -14.57 -6.30 28.18 1.07
O -13.99 -6.95 26.99 -0.55
O -15.89 -5.72 28.02 -0.56
F -15.07 -7.56 29.03 -0.31